1.
Density functional theory data (ωB97M-V/def2-TZVPD) for a 4-piece molecular cluster, C16H20F12O8 overall at a distorted geometry.

Summary:
- HOMO (eV) = -11.0
- structure (SMILES) = CCOC(=O)C(F)(F)F.CCOC(=O)C(F)(F)F.CCOC(=O)C(F)(F)F.CCOC(=O)C(F)(F)F
- gap between HOMO and LUMO (eV) = 11.1
- energy above the lowest of the compared OMol25 structures with the same formula, charge and spin (kJ/mol) = 688.4

Structure (ORCA input):
```
! RIJCOSX wB97M-V def2-TZVPD def2/J DEFGRID3
* xyz 0 1
C 2.12 -2.35 0.97
C 1.27 -1.23 0.49
O 1.87 -0.57 -0.72
C 1.28 0.55 -1.18
O 0.08 0.95 -0.89
C 2.18 1.29 -2.18
F 3.18 1.88 -1.48
F 2.72 0.36 -3.07
F 1.44 2.36 -2.72
H 2.36 -2.33 1.93
H 2.96 -2.26 0.52
H 1.80 -3.27 0.70
H 1.14 -0.26 1.13
H 0.34 -1.84 0.17
C 0.49 2.66 -6.15
C -0.73 2.07 -5.53
O -0.98 0.83 -6.16
C -2.12 0.19 -6.05
O -3.12 0.65 -5.47
C -2.10 -1.28 -6.60
F -3.20 -1.91 -6.05
F -2.16 -1.30 -7.97
F -1.05 -1.92 -6.12
H 0.50 2.79 -7.16
H 1.30 2.07 -6.07
H 0.87 3.61 -5.71
H -1.63 2.72 -5.58
H -0.56 2.08 -4.53
C -3.33 4.03 1.42
C -2.68 2.54 1.37
O -1.89 2.46 2.55
C -1.22 1.23 2.84
O -1.53 0.24 2.10
C -0.33 1.24 4.07
F 0.13 2.47 4.46
F -0.93 0.46 5.02
F 0.86 0.61 3.78
H -3.97 3.99 2.32
H -4.00 4.33 0.58
H -2.67 4.86 1.78
H -1.96 2.46 0.37
H -3.44 1.78 1.33
C 3.15 -1.74 4.43
C 1.90 -2.38 5.08
O 1.13 -3.01 4.05
C -0.07 -3.23 4.22
O -0.81 -3.02 5.13
C -0.68 -3.90 2.90
F 0.36 -4.59 2.21
F -1.71 -4.76 3.17
F -1.16 -2.92 2.09
H 3.87 -1.24 5.20
H 3.07 -0.94 3.61
H 3.88 -2.45 4.17
H 1.56 -1.64 5.54
H 2.21 -3.44 5.66
*
```



2.
Density functional theory data (ωB97M-V/def2-TZVPD) for C32H23BrN5NaO2PSSe2 as an isolated structure.

Summary:
- HOMO (eV) = -4.6
- gap between HOMO and LUMO (eV) = 6.7
- energy above the lowest of the compared OMol25 structures with the same formula, charge and spin (kJ/mol) = 87.5

Structure (ORCA input):
```
! RIJCOSX wB97M-V def2-TZVPD def2/J DEFGRID3
* xyz -1 1
Na 1.66 0.80 1.21
S 3.40 -2.16 3.85
C 2.48 -0.94 4.78
C 2.58 -1.05 6.17
C 1.89 -0.15 6.95
C 1.12 0.82 6.33
C 1.07 0.83 4.95
N 1.74 -0.04 4.18
H 3.19 -1.82 6.61
H 1.96 -0.20 8.03
H 0.57 1.56 6.90
H 0.50 1.57 4.41
Br -5.94 -0.75 0.12
C -5.40 1.05 0.32
C -4.58 1.40 1.39
C -4.19 2.72 1.54
C -4.61 3.69 0.64
C -5.44 3.32 -0.41
C -5.83 2.00 -0.58
N -4.40 5.10 0.84
N -3.30 5.54 1.25
C -2.10 4.80 1.26
C -1.28 5.10 2.34
C -0.14 4.39 2.65
C 0.30 3.32 1.85
O 1.31 2.62 2.10
C -0.49 3.07 0.63
N -0.01 2.11 -0.20
C -0.60 1.90 -1.35
C -1.69 2.67 -1.79
C -2.20 3.62 -0.96
C -1.65 3.82 0.32
H -4.25 0.65 2.09
H -3.55 3.00 2.37
H -5.78 4.09 -1.10
H -6.46 1.72 -1.41
H -1.62 5.91 2.98
H 0.46 4.65 3.52
H -0.20 1.10 -1.97
H -2.11 2.50 -2.77
H -3.02 4.25 -1.29
Se 3.28 -1.58 1.75
P 2.13 -3.18 -1.47
Se 1.11 -1.33 -0.80
C 3.36 -2.62 -2.73
C 4.37 -3.53 -3.06
C 5.34 -3.21 -3.99
C 5.33 -1.97 -4.61
C 4.34 -1.06 -4.29
C 3.36 -1.38 -3.36
C 0.91 -3.95 -2.64
C -0.05 -3.25 -3.36
C -0.95 -3.91 -4.18
C -0.91 -5.30 -4.28
C 0.04 -6.01 -3.57
C 0.94 -5.34 -2.75
H 4.39 -4.50 -2.57
H 6.12 -3.93 -4.23
H 6.10 -1.71 -5.33
H 4.33 -0.08 -4.76
H 2.59 -0.66 -3.10
H -0.09 -2.17 -3.27
H -1.70 -3.35 -4.72
H -1.63 -5.82 -4.90
H 0.07 -7.09 -3.64
H 1.67 -5.90 -2.18
O 1.03 -3.43 1.66
N 1.13 -2.30 1.62
*
```



3.
Density functional theory data (ωB97M-V/def2-TZVPD) for a 2-piece molecular cluster, C25H58N6O2P overall at a distorted geometry.

Summary:
- HOMO (eV) = -11.2
- gap between HOMO and LUMO (eV) = 8.4

Structure (ORCA input):
```
! RIJCOSX wB97M-V def2-TZVPD def2/J DEFGRID3
* xyz 1 1
C 0.70 1.30 4.18
C 0.31 0.27 5.23
C -0.97 -0.51 4.92
C -2.20 0.37 4.59
C -2.59 0.27 3.12
C -3.58 1.37 2.67
C -2.94 2.35 1.69
C -3.26 2.07 0.21
C -3.17 0.60 -0.20
C -4.29 0.18 -1.18
C -4.86 -1.22 -0.96
C -3.86 -2.37 -0.83
C -3.30 -2.84 -2.19
C -1.83 -3.26 -2.09
C -0.92 -2.07 -1.88
C 0.57 -2.40 -2.13
N 1.37 -2.06 -0.95
C 1.65 -0.66 -0.65
C 2.76 -0.04 -1.54
N 3.17 1.24 -0.91
N 3.90 -0.93 -1.61
N 2.35 0.30 -2.88
C 1.83 -2.98 -0.18
N 2.64 -2.72 0.97
C 2.02 -3.60 1.97
C 1.57 -4.83 1.13
P -0.06 -5.48 1.66
O -1.19 -4.64 1.21
N 1.66 -4.32 -0.26
H -0.13 1.63 3.58
H 1.47 0.94 3.51
H 1.10 2.19 4.66
H 0.18 0.77 6.19
H 1.11 -0.45 5.32
H -0.77 -1.12 4.03
H -1.19 -1.20 5.72
H -3.00 0.02 5.22
H -1.93 1.38 4.87
H -3.03 -0.71 2.97
H -1.68 0.29 2.53
H -3.89 1.88 3.57
H -4.42 0.85 2.22
H -3.34 3.34 1.90
H -1.88 2.44 1.87
H -2.54 2.62 -0.38
H -4.22 2.51 -0.04
H -3.22 -0.08 0.64
H -2.22 0.43 -0.69
H -5.11 0.89 -1.08
H -3.94 0.30 -2.20
H -5.51 -1.23 -0.09
H -5.51 -1.45 -1.80
H -4.39 -3.20 -0.39
H -3.06 -2.14 -0.14
H -3.37 -2.07 -2.95
H -3.85 -3.73 -2.46
H -1.75 -3.90 -1.22
H -1.51 -3.85 -2.95
H -1.25 -1.25 -2.51
H -1.00 -1.75 -0.85
H 0.91 -1.82 -2.98
H 0.66 -3.44 -2.37
H 1.95 -0.56 0.37
H 0.75 -0.08 -0.76
H 3.47 1.05 0.04
H 2.36 1.85 -0.82
H 4.49 -0.74 -0.81
H 4.43 -0.68 -2.44
H 2.34 -0.50 -3.49
H 1.47 0.80 -2.89
H 3.51 -3.18 0.71
H 2.72 -3.88 2.73
H 1.11 -3.12 2.31
H 2.26 -5.67 1.21
H 0.02 -5.51 3.07
H -0.17 -6.79 1.18
H 0.87 -4.67 -0.80
C 3.63 3.50 -3.66
C 2.56 4.43 -3.10
O 2.98 5.18 -1.98
C 4.08 6.06 -2.19
C 3.83 7.11 -3.26
H 3.99 2.83 -2.88
H 3.22 2.91 -4.48
H 4.49 4.05 -4.05
H 1.72 3.83 -2.74
H 2.17 5.08 -3.88
H 4.98 5.49 -2.42
H 4.25 6.55 -1.24
H 3.67 6.67 -4.24
H 4.69 7.78 -3.33
H 2.95 7.71 -3.01
*
```



4.
Density functional theory data (ωB97M-V/def2-TZVPD) for C2H4BrFN2O2S2 as an isolated structure at a distorted geometry.

Summary:
- HOMO (eV) = -10.6
- gap between HOMO and LUMO (eV) = 9.4

Structure (ORCA input):
```
! RIJCOSX wB97M-V def2-TZVPD def2/J DEFGRID3
* xyz 0 1
O 0.16 -2.63 -0.24
S -0.75 -1.58 -0.44
O -0.38 -0.40 0.22
F -0.84 -1.33 -1.97
N -2.23 -2.14 0.14
S -3.44 -0.91 0.26
Br -2.78 -3.63 -0.90
H -3.43 -0.25 -0.93
C 2.23 1.73 0.88
C 2.42 3.01 0.19
N 2.57 3.99 -0.34
H 1.50 1.13 0.34
H 3.17 1.19 0.92
H 1.87 1.91 1.89
*
```



> Which formula does entry 1 have?

C16H20F12O8



> Which of these has the highest gap between HOMO and LUMO?

C16H20F12O8